15
Properties=species:S:1:pos:R:3:forces:R:3 method="wB97M-V/def2-TZVPD" e_homo_ev=-9.26 total_charge=0 orbital_gap_ev=9.3 molar_mass_g_mol=130.574
C -2.204062 -0.750613 0.152375 1.4 -0.9 0.0
C -0.982264 -0.838417 0.693986 -0.1 1.5 1.4
C 0.196730 0.174954 0.512369 1.2 -1.8 -1.7
C 0.865552 -0.355524 -0.828671 4.8 1.5 -1.3
C 2.349056 -0.223406 -0.958061 -2.9 -1.0 1.9
C -0.246558 1.731798 0.608432 -3.0 2.0 -2.1
H -2.969348 -1.571128 0.451267 0.8 2.1 -1.3
H -0.770543 -1.557733 1.481740 -0.3 -0.2 -0.2
H 0.957468 -0.208726 1.311199 -1.3 1.6 -1.1
H 0.193686 -0.711257 -1.792620 2.0 0.9 2.9
H 3.178665 0.234032 0.015182 -3.1 -1.5 -3.3
H 2.850304 -0.788690 -1.822290 -0.7 1.3 1.3
H -0.989551 1.704482 1.606829 1.9 1.0 -2.1
O -0.282871 2.689046 -0.269842 1.1 -5.4 5.1
Cl -2.146258 0.471184 -1.161899 -1.9 -1.1 0.5